Arrangement i

Molecular formula: CH4N3
Method: DFT, ωB97M-V/def2-TZVPD

Properties
Net charge: +1
LUMO level (spin up / spin down), hartree: -0.25768 / -0.25730
Highest occupied orbital energy (spin up / spin down), eV: -15.20 / -15.24
Multiplicity: 1
Frontier orbital gap (spin up / spin down), eV: 8.2 / 8.2

CARTESIAN COORDINATES (ANGSTROEM)
1 N -0.657 0.621 1.464
2 N 0.071 0.415 0.545
3 N -0.430 -0.959 -0.595
4 C 1.114 1.055 0.438
5 H -0.042 -1.786 -0.127
6 H 1.489 2.098 0.275
7 H -1.489 -0.805 -0.499
8 H -0.056 -0.639 -1.503

Arrangement ii

Molecular formula: CH4N3
Method: DFT, ωB97M-V/def2-TZVPD

Properties
Net charge: +1
LUMO level (spin up / spin down), hartree: -0.20358 / -0.20357
Highest occupied orbital energy (spin up / spin down), eV: -14.48 / -14.48
Multiplicity: 1
Frontier orbital gap (spin up / spin down), eV: 8.9 / 8.9

CARTESIAN COORDINATES (ANGSTROEM)
1 N -1.742 1.175 -1.548
2 N -1.212 0.228 -1.183
3 N 1.174 -0.104 -0.004
4 C -0.087 0.093 0.253
5 H -1.800 2.042 -1.193
6 H 1.922 -0.466 0.755
7 H 1.549 0.254 -0.816
8 H -0.634 -0.252 1.227

Arrangement iii

Molecular formula: CH4N3
Method: DFT, ωB97M-V/def2-TZVPD

Properties
Net charge: +1
LUMO level, hartree: -0.17686
Highest occupied orbital energy, eV: -15.73
Multiplicity: 1
Frontier orbital gap, eV: 10.9

CARTESIAN COORDINATES (ANGSTROEM)
1 N 0.623 -0.374 -0.017
2 N 0.839 0.456 -1.157
3 N -0.887 -0.606 0.221
4 C 1.211 0.924 -0.031
5 H -1.347 -0.171 -0.570
6 H -0.902 -1.619 0.086
7 H -1.359 -0.316 1.110
8 H 1.822 1.705 0.358

What is the stability order? It is arrangement ii, arrangement iii, arrangement i, from most stable to least stable.

Arrangement i

Molecular formula: C5H11NO2
Method: DFT, ωB97M-V/def2-TZVPD

Properties
Net charge: 0
LUMO level, hartree: 0.03166
Highest occupied orbital energy, eV: -9.15
Multiplicity: 1
Frontier orbital gap, eV: 10.0

CARTESIAN COORDINATES (ANGSTROEM)
1 O -0.464 0.904 2.215
2 O 0.034 1.357 -0.371
3 N 0.212 -0.304 2.386
4 C 1.417 1.411 -0.296
5 C -0.322 -0.959 -0.919
6 C -0.100 -1.218 1.549
7 C -0.450 0.468 -1.406
8 C -1.100 -1.142 0.382
9 H -1.713 -2.049 0.299
10 H -1.784 -0.354 0.635
11 H 0.205 0.625 -2.325
12 H -1.494 0.790 -1.602
13 H 0.483 -2.119 1.602
14 H -0.350 1.221 1.289
15 H 1.846 0.395 -0.209
16 H 1.729 1.817 -1.243
17 H 0.748 -1.217 -0.791
18 H -0.676 -1.640 -1.723
19 H 1.781 2.013 0.526

Arrangement ii

Molecular formula: C5H11NO2
Method: DFT, ωB97M-V/def2-TZVPD

Properties
Net charge: 0
LUMO level, hartree: 0.02890
Highest occupied orbital energy, eV: -9.15
Multiplicity: 1
Frontier orbital gap, eV: 9.9

CARTESIAN COORDINATES (ANGSTROEM)
1 O -1.282 -2.677 0.429
2 O -0.370 -1.745 -1.412
3 N -2.552 -1.516 -1.076
4 C 2.062 1.458 -1.031
5 C -1.406 -2.038 -0.585
6 C -0.176 0.663 2.059
7 C 1.499 0.891 0.239
8 C 0.333 1.224 0.766
9 H -3.415 -1.768 -0.634
10 H 0.631 0.540 2.780
11 H -0.951 1.301 2.483
12 H 2.475 0.678 -1.662
13 H -2.526 -0.993 -1.934
14 H -0.636 -0.324 1.915
15 H 2.814 2.221 -0.808
16 H 0.434 -1.932 -0.912
17 H -0.309 1.886 0.198
18 H 2.093 0.156 0.771
19 H 1.283 1.976 -1.587

Arrangement iii

Molecular formula: C5H11NO2
Method: DFT, ωB97M-V/def2-TZVPD

Properties
Net charge: 0
LUMO level, hartree: 0.03162
Highest occupied orbital energy, eV: -9.64
Multiplicity: 1
Frontier orbital gap, eV: 10.5

CARTESIAN COORDINATES (ANGSTROEM)
1 O 0.862 -3.113 -1.035
2 O 0.468 1.874 1.301
3 N -1.261 2.814 0.340
4 C -0.995 -0.500 -0.222
5 C -0.145 0.699 -0.590
6 C -0.205 1.917 0.284
7 C 1.180 -1.843 -0.347
8 C -0.024 -1.461 0.542
9 H 1.008 0.515 -0.620
10 H 1.290 -1.024 -1.062
11 H -0.618 -2.376 0.743
12 H -0.534 1.028 -1.656
13 H 1.714 -3.387 -1.506
14 H -1.402 -0.872 -1.169
15 H 0.440 -0.847 1.303
16 H -1.774 -0.324 0.511
17 H -1.675 3.205 -0.487
18 H 2.099 -1.963 0.246
19 H -1.220 3.382 1.182

Arrangement iv

Molecular formula: C5H11NO2
Method: DFT, ωB97M-V/def2-TZVPD

Properties
Net charge: 0
LUMO level, hartree: 0.02344
Highest occupied orbital energy, eV: -7.72
Multiplicity: 1
Frontier orbital gap, eV: 8.4

CARTESIAN COORDINATES (ANGSTROEM)
1 O -2.090 -0.540 0.008
2 O 2.320 0.904 -0.068
3 N -0.484 0.601 -2.381
4 C 0.293 0.963 -1.290
5 C 1.463 0.359 -0.969
6 C -1.023 -0.389 0.612
7 C -0.120 -1.674 0.829
8 C -0.888 0.628 1.722
9 H -0.566 -2.214 1.666
10 H -1.408 0.280 2.616
11 H -1.369 1.109 -2.396
12 H 0.912 -1.428 1.093
13 H -1.336 1.569 1.392
14 H 0.121 1.982 -0.946
15 H 0.167 0.798 1.949
16 H -0.168 -2.296 -0.067
17 H -0.697 -0.396 -2.385
18 H 1.765 -0.594 -1.382
19 H 3.108 0.338 -0.004

What is the stability order? It is arrangement ii, arrangement iii, arrangement iv, arrangement i, from most stable to least stable.

Arrangement i

Molecular formula: C5H11NO2
Method: DFT, ωB97M-V/def2-TZVPD

Properties
Net charge: 0
LUMO level, hartree: 0.01973
Highest occupied orbital energy, eV: -7.91
Multiplicity: 1
Frontier orbital gap, eV: 8.5

CARTESIAN COORDINATES (ANGSTROEM)
1 O 3.950 -0.376 4.064
2 O 1.140 0.473 6.181
3 N 0.208 -0.686 -1.771
4 C -0.827 -1.444 -1.215
5 C -2.435 1.153 -3.527
6 C -1.944 -0.814 -1.774
7 C -1.650 0.118 -2.736
8 C -0.221 0.112 -2.781
9 H -3.251 1.668 -2.960
10 H 1.447 0.876 6.969
11 H 1.718 0.297 5.519
12 H -1.949 2.020 -3.923
13 H -2.874 -1.129 -1.400
14 H 1.104 -0.822 -1.418
15 H 3.898 -0.304 4.973
16 H -2.889 0.890 -4.495
17 H 4.946 -0.674 3.885
18 H 0.325 0.964 -3.056
19 H -0.695 -2.325 -0.534

Arrangement ii

Molecular formula: C5H11NO2
Method: DFT, ωB97M-V/def2-TZVPD

Properties
Net charge: 0
LUMO level, hartree: 0.01811
Highest occupied orbital energy, eV: -9.15
Multiplicity: 1
Frontier orbital gap, eV: 9.6

CARTESIAN COORDINATES (ANGSTROEM)
1 O -1.756 -1.204 0.874
2 O -0.354 1.715 -1.089
3 N -0.847 1.576 1.138
4 C 1.485 0.824 0.407
5 C -1.199 -1.049 -0.190
6 C -1.810 -1.310 -1.532
7 C 2.253 -0.473 0.538
8 C -0.173 1.176 -0.007
9 H -1.563 -0.501 -2.221
10 H 2.089 1.485 -0.231
11 H 3.268 -0.331 0.922
12 H -1.415 -2.245 -1.942
13 H -2.896 -1.385 -1.455
14 H -1.698 2.082 0.932
15 H 0.016 -0.429 -0.145
16 H -0.971 0.858 1.844
17 H 1.512 1.307 1.389
18 H 2.391 -0.971 -0.429
19 H 1.670 -1.127 1.197

Arrangement iii

Molecular formula: C5H11NO2
Method: DFT, ωB97M-V/def2-TZVPD

Properties
Net charge: 0
LUMO level, hartree: 0.03265
Highest occupied orbital energy, eV: -8.84
Multiplicity: 1
Frontier orbital gap, eV: 9.7

CARTESIAN COORDINATES (ANGSTROEM)
1 O 0.076 -2.661 -0.731
2 O 1.614 0.154 -0.380
3 N -1.197 -0.808 -0.559
4 C -1.814 0.252 -1.349
5 C 0.341 1.833 0.876
6 C -0.279 -1.456 -1.201
7 C 0.953 0.467 0.844
8 C 1.218 -0.238 1.954
9 H -0.713 1.758 1.161
10 H 0.394 2.321 -0.102
11 H -2.368 0.915 -0.678
12 H 0.849 2.477 1.600
13 H 1.749 -1.182 1.927
14 H 0.128 -1.251 -2.200
15 H 0.827 0.082 2.914
16 H -2.524 -0.150 -2.078
17 H 2.224 -0.587 -0.219
18 H -0.416 -2.781 0.100
19 H -1.064 0.854 -1.880

Arrangement iv

Molecular formula: C5H11NO2
Method: DFT, ωB97M-V/def2-TZVPD

Properties
Net charge: 0
LUMO level, hartree: 0.02133
Highest occupied orbital energy, eV: -9.20
Multiplicity: 1
Frontier orbital gap, eV: 9.8

CARTESIAN COORDINATES (ANGSTROEM)
1 O 1.159 -1.335 -2.218
2 O -5.017 0.653 -0.791
3 N 1.724 -0.442 1.209
4 C 1.649 -1.083 -1.149
5 C 1.286 0.833 1.806
6 C 0.812 -0.846 0.114
7 C -0.029 1.233 1.135
8 C -0.096 0.387 -0.135
9 H -0.874 0.982 1.781
10 H 0.211 -1.708 0.337
11 H -4.671 1.394 -1.290
12 H 2.035 1.597 1.554
13 H 2.739 -0.992 -0.994
14 H 0.236 0.945 -1.012
15 H 1.253 0.782 2.888
16 H -1.092 0.020 -0.369
17 H -0.112 2.290 0.969
18 H 1.739 -1.155 1.910
19 H -4.429 -0.107 -0.936

What is the stability order? It is arrangement iv, arrangement iii, arrangement i, arrangement ii, from most stable to least stable.

Arrangement i

Molecular formula: C5H11NO2
Method: DFT, ωB97M-V/def2-TZVPD

Properties
Net charge: 0
LUMO level, hartree: 0.00596
Highest occupied orbital energy, eV: -9.70
Multiplicity: 1
Frontier orbital gap, eV: 9.9

CARTESIAN COORDINATES (ANGSTROEM)
1 O -1.398 -1.526 -1.612
2 O 0.375 1.388 -1.797
3 N 2.384 0.211 0.907
4 C -1.167 -0.860 -0.402
5 C 0.086 2.028 0.527
6 C -1.335 -1.764 0.799
7 C 0.555 1.154 -0.601
8 C 1.908 0.316 -0.273
9 H -0.378 -2.219 1.072
10 H 0.540 3.018 0.456
11 H -1.086 -0.913 -2.309
12 H -1.671 -1.178 1.660
13 H -2.062 -2.559 0.610
14 H 2.468 0.074 -1.189
15 H 0.028 -0.592 -0.368
16 H 0.316 1.597 1.502
17 H -1.835 0.006 -0.338
18 H 3.273 -0.302 0.898
19 H -1.001 2.122 0.458

Arrangement ii

Molecular formula: C5H11NO2
Method: DFT, ωB97M-V/def2-TZVPD

Properties
Net charge: 0
LUMO level, hartree: 0.02944
Highest occupied orbital energy, eV: -9.43
Multiplicity: 1
Frontier orbital gap, eV: 10.2

CARTESIAN COORDINATES (ANGSTROEM)
1 O 2.169 0.359 1.269
2 O 2.621 -1.536 0.180
3 N 0.759 0.534 -1.563
4 C 1.876 -0.449 0.420
5 C 0.627 -0.400 -0.456
6 C -0.613 -0.173 0.472
7 C -1.921 -0.566 -0.251
8 C -0.685 1.309 0.863
9 H 0.045 0.309 -2.232
10 H -1.165 1.530 1.822
11 H -0.537 -0.918 1.261
12 H 0.738 1.519 -1.336
13 H -1.320 1.838 0.150
14 H -2.418 -1.394 0.248
15 H -1.720 -0.962 -1.256
16 H 0.277 1.799 0.943
17 H 3.334 -1.651 0.808
18 H -2.650 0.223 -0.391
19 H 0.584 -1.372 -0.950

What is the stability order? It is arrangement ii, arrangement i, from most stable to least stable.